C5H10BF5N4 | wB97M-V/def2-TZVPD

Geometry as XYZ:
```
25
C5H10BF5N4 (wB97M-V/def2-TZVPD)
C -2.017 0.758 -1.666
C -1.592 -0.201 -0.565
F -2.754 -0.684 0.021
C -0.796 -1.437 -0.984
C 0.608 -1.129 -0.643
N 1.638 -1.151 -1.497
C 2.695 -0.760 -0.786
N 3.977 -0.589 -1.219
N 2.334 -0.527 0.490
N 1.016 -0.758 0.574
H -3.088 0.655 -1.814
H -1.856 1.788 -1.366
H -1.538 0.573 -2.626
H -1.051 0.350 0.205
H -1.180 -2.279 -0.417
H -0.850 -1.607 -2.053
H 4.513 -1.406 -1.446
H 4.423 0.305 -1.283
H 2.907 -0.223 1.262
H 0.447 -0.660 1.416
B -1.581 1.810 2.896
F -1.810 2.457 1.662
F -2.748 1.179 3.319
F -0.554 0.807 2.675
F -1.144 2.729 3.845
```

HOMO-LUMO gap (eV): 9.6407
E (eV): -25576.526
Relative energy (zero: lowest compared OMol25 entry of this formula, charge and spin) (eV): 0.000
LUMO energy (eV): -0.916
Net charge: 0

Results of the Mulliken charge analysis, in e, for atoms 1 through 2: C -1.480; C 1.029

=====

C8H24AsN2O4PPt | wB97M-V/def2-TZVPD

Geometry as XYZ:
```
41
C8H24AsN2O4PPt (wB97M-V/def2-TZVPD)
Pt -0.478 0.466 -0.364
O -0.892 1.766 1.021
O -0.169 3.008 0.924
C 3.860 2.251 0.693
N 2.596 1.573 0.419
C 2.517 0.336 -0.074
N 3.614 -0.312 -0.447
O 1.392 -0.262 -0.203
H 3.654 3.277 0.981
H 4.477 2.271 -0.205
H 4.409 1.768 1.502
H 1.769 1.911 0.889
H 4.538 0.060 -0.317
H 3.520 -1.236 -0.836
C -0.006 5.561 0.300
P -0.831 4.041 -0.135
C -2.591 4.077 0.075
C -0.440 3.507 -1.789
H -0.724 6.380 0.338
H 0.765 5.797 -0.432
H 0.450 5.445 1.283
H -2.994 4.912 -0.501
H -2.843 4.206 1.128
H -3.007 3.143 -0.300
H -0.662 4.314 -2.491
H -1.047 2.641 -2.048
H 0.619 3.252 -1.854
C -2.997 -2.221 -0.818
As -3.394 -0.423 -0.314
C -3.212 -0.170 1.572
C -5.147 0.072 -0.872
O -2.327 0.655 -1.131
H -3.731 -2.889 -0.369
H -2.000 -2.492 -0.472
H -3.049 -2.300 -1.903
H -3.954 -0.772 2.096
H -3.357 0.883 1.806
H -2.211 -0.466 1.877
H -5.869 -0.660 -0.510
H -5.182 0.118 -1.959
H -5.386 1.046 -0.451
```

HOMO-LUMO gap (eV): 8.3014
E (eV): -93213.197
Relative energy (zero: lowest compared OMol25 entry of this formula, charge and spin) (eV): 0.000
LUMO energy (eV): -7.286
Net charge: +2

Results of the Mulliken charge analysis, in e, for atoms 1 through 2: Pt 0.975; O -0.547

=====

C6H10KO6 | wB97M-V/def2-TZVPD

Geometry as XYZ:
```
23
C6H10KO6 (wB97M-V/def2-TZVPD)
O 0.058 3.397 0.212
C 0.758 2.612 -0.383
O 1.251 1.475 0.090
C 0.592 0.822 1.206
C 0.954 -0.649 1.243
C 0.916 -1.386 -0.098
C -0.363 -1.214 -0.876
O -1.426 -1.867 -0.056
C -2.655 -1.639 -0.203
O -3.095 -0.998 -1.226
O -3.463 -2.065 0.688
H -0.484 1.015 1.132
H 0.988 1.341 2.085
H 0.264 -1.128 1.953
H 1.960 -0.751 1.672
H 1.081 -2.459 0.071
H 1.730 -1.062 -0.762
H -0.350 -1.739 -1.837
H -0.660 -0.169 -1.014
H -4.409 -1.898 0.521
K 3.257 1.262 -1.805
O 1.612 3.051 -1.310
H 1.485 4.051 -1.304
```

HOMO-LUMO gap (spin up / spin down) (eV): 11.3020 / 5.4148
E (eV): -34976.800
Relative energy (zero: lowest compared OMol25 entry of this formula, charge and spin) (eV): 0.286
Spin multiplicity: 2
LUMO energy (spin up / spin down) (eV): -6.361 / -12.248
<S²>: 0.754
Net charge: +2

Results of the Mulliken charge analysis, in e, for atoms 1 through 2: O -0.482; C 0.656

=====

C26H31Cl4F7O6 | wB97M-V/def2-TZVPD

Geometry as XYZ:
```
74
C26H31Cl4F7O6 (wB97M-V/def2-TZVPD)
C 5.387 -1.972 0.642
C 4.889 -0.621 -0.109
C 3.981 0.198 0.915
Cl 4.672 0.241 2.642
C 3.610 1.670 0.459
C 4.548 2.705 0.208
C 6.108 2.473 0.347
C 6.890 3.879 0.557
C 8.234 3.693 1.424
Cl 9.553 4.858 0.844
C 3.902 4.120 -0.193
O 4.365 4.867 -1.062
C 2.560 4.480 0.614
C 2.232 5.909 1.187
Cl 2.418 6.156 2.995
C 1.802 6.948 0.353
C 1.467 8.354 1.016
Cl 1.632 6.654 -1.427
C 1.624 3.444 0.863
C 0.278 3.616 1.678
C -0.164 2.220 2.372
C -1.354 1.519 1.574
F -0.709 2.540 3.684
C 2.053 2.011 0.277
O 1.276 1.237 -0.301
H 6.418 -1.770 1.078
H 5.404 -2.848 -0.093
H 4.650 -2.287 1.463
H 4.190 -0.994 -0.940
H 5.748 -0.027 -0.545
H 2.990 -0.371 1.017
H 6.523 2.008 -0.603
H 6.380 1.831 1.241
H 6.205 4.608 1.114
H 7.223 4.290 -0.451
H 8.061 3.948 2.526
H 8.596 2.623 1.301
H 1.339 9.118 0.191
H 2.241 8.620 1.797
H 0.458 8.233 1.540
H -0.562 3.909 0.970
H 0.403 4.347 2.543
H 0.711 1.525 2.562
H -1.126 1.530 0.463
H -1.496 0.451 1.930
H -2.342 2.083 1.717
C -0.631 -1.390 -1.361
C -1.924 -1.777 -2.050
O -2.478 -2.964 -1.459
C -3.199 -2.781 -0.338
O -3.392 -1.714 0.178
C -3.767 -4.111 0.151
F -2.859 -5.104 0.116
F -4.808 -4.519 -0.605
F -4.212 -4.051 1.415
H 0.071 -2.227 -1.365
H -0.169 -0.536 -1.859
H -0.807 -1.126 -0.315
H -1.726 -2.012 -3.098
H -2.649 -0.960 -2.035
C -7.136 -5.859 -1.105
C -8.567 -5.613 -1.542
O -8.921 -6.480 -2.632
C -9.302 -7.725 -2.293
O -9.354 -8.136 -1.166
C -9.696 -8.517 -3.538
F -8.821 -8.354 -4.549
F -10.901 -8.139 -4.008
F -9.770 -9.836 -3.307
H -6.455 -5.764 -1.952
H -6.844 -5.148 -0.334
H -7.015 -6.870 -0.708
H -8.668 -4.590 -1.910
H -9.268 -5.726 -0.711
```

HOMO-LUMO gap (eV): 8.1277
E (eV): -108857.973
LUMO energy (eV): -1.406
SMILES: CC[C@@H](Cl)C1=C(CCCCl)C(=O)C(/C(Cl)=C(/C)Cl)=C(C[C@H](C)F)C1=O.CCOC(=O)C(F)(F)F.CCOC(=O)C(F)(F)F
Net charge: 0

Results of the Mulliken charge analysis, in e, for atoms 1 through 2: C -1.067; C -0.033

=====

C4H12NO | wB97M-V/def2-TZVPD

Geometry as XYZ:
```
18
C4H12NO (wB97M-V/def2-TZVPD)
C -1.478 -0.621 0.940
C -0.862 0.036 -0.289
N -0.242 -0.972 -1.252
C 0.373 0.974 0.012
C 1.466 0.318 0.831
O 0.905 1.302 -1.247
H -1.739 0.049 1.750
H -0.784 -1.342 1.378
H -2.403 -1.033 0.530
H -1.617 0.659 -0.762
H 0.551 -0.520 -1.725
H -0.957 -1.288 -1.905
H 0.124 -1.739 -0.698
H -0.105 1.786 0.570
H 1.167 -0.219 1.747
H 2.244 0.979 1.193
H 1.900 -0.467 0.199
H 1.457 2.097 -1.271
```

HOMO-LUMO gap (eV): 11.9668
E (eV): -7873.593
Relative energy (zero: lowest compared OMol25 entry of this formula, charge and spin) (eV): 0.698
LUMO energy (eV): -3.287
SMILES: C[C@H]([NH3+])[C@@H](C)O
Net charge: +1

Results of the Mulliken charge analysis, in e, for atoms 1 through 2: C -1.342; C -0.005

=====

C3H10O2 | wB97M-V/def2-TZVPD

Geometry as XYZ:
```
15
C3H10O2 (wB97M-V/def2-TZVPD)
C 2.166 0.660 1.120
C 1.176 -0.291 0.459
C 1.757 -1.077 -0.705
O 0.552 -1.133 1.449
H 1.771 0.915 2.106
H 3.133 0.165 1.212
H 2.236 1.602 0.585
H 0.316 0.329 0.172
H 1.536 -0.615 -1.666
H 2.750 -1.469 -0.522
H 1.116 -1.968 -0.800
H 0.079 -1.819 0.977
O -4.682 1.638 -1.962
H -5.507 1.146 -2.037
H -4.790 1.880 -1.040
```

HOMO-LUMO gap (eV): 10.8708
E (eV): -7367.587
Relative energy (zero: lowest compared OMol25 entry of this formula, charge and spin) (eV): 0.490
LUMO energy (eV): 0.842
SMILES: CC(C)O.O
Net charge: 0

Results of the Mulliken charge analysis, in e, for atoms 1 through 2: C -1.179; C 0.482

=====

C20H18Cl2N4O3S | wB97M-V/def2-TZVPD

Geometry as XYZ:
```
48
C20H18Cl2N4O3S (wB97M-V/def2-TZVPD)
C -8.172 -1.387 -0.875
C -7.218 -0.351 -0.243
S -5.917 -0.044 -1.550
C -4.471 -0.389 -0.420
N -4.433 -1.240 0.541
N -3.270 -1.132 1.251
C -2.478 -0.334 0.591
C -1.067 -0.143 0.849
C -0.176 -1.194 1.157
C 1.211 -0.942 1.167
C 1.735 0.271 1.009
N 3.152 0.410 1.118
C 4.076 1.401 0.889
O 3.611 2.429 0.502
C 5.589 1.171 1.290
C 6.305 0.168 0.376
C 6.716 -1.070 0.857
C 7.620 -1.799 0.043
C 7.746 -1.566 -1.360
Cl 8.824 -2.496 -2.366
C 7.174 -0.393 -1.831
Cl 7.404 0.053 -3.426
C 6.600 0.579 -0.964
C 0.963 1.350 0.539
C -0.413 1.078 0.521
N -3.181 0.259 -0.488
C -2.747 1.121 -1.696
C -7.769 1.045 0.148
O -7.012 1.786 0.786
O -9.063 1.242 -0.040
H -9.007 -0.993 -1.474
H -8.680 -2.043 -0.100
H -7.593 -2.067 -1.521
H -6.863 -0.954 0.659
H -0.591 -2.252 1.346
H 1.891 -1.755 1.403
H 3.608 -0.354 1.485
H 6.140 2.054 1.312
H 5.699 0.777 2.319
H 6.582 -1.333 1.901
H 8.043 -2.585 0.603
H 6.228 1.420 -1.463
H 1.316 2.404 0.414
H -1.071 1.899 0.178
H -3.341 2.044 -1.588
H -2.934 0.569 -2.723
H -1.708 1.337 -1.734
H -9.057 1.949 0.608
```

HOMO-LUMO gap (eV): 8.6531
E (eV): -69012.904
Relative energy (zero: lowest compared OMol25 entry of this formula, charge and spin) (eV): 2.667
LUMO energy (eV): 0.238
SMILES: C[C@@H](Sc1nnc(-c2ccc(NC(=O)Cc3ccc(Cl)c(Cl)c3)cc2)n1C)C(=O)O
Net charge: 0

Results of the Mulliken charge analysis, in e, for atoms 1 through 2: C -1.291; C 0.275

=====

C5H11NO2 | wB97M-V/def2-TZVPD

Geometry as XYZ:
```
19
C5H11NO2 (wB97M-V/def2-TZVPD)
C 0.208 1.761 1.383
C 1.083 1.204 0.311
O 2.019 1.807 -0.192
C 0.916 -0.244 -0.118
O 1.958 -0.561 -0.983
C -0.448 -0.661 -0.740
C -0.854 -2.031 -0.203
N -1.510 0.298 -0.462
H 0.193 2.847 1.326
H 0.626 1.461 2.353
H -0.794 1.348 1.302
H 1.042 -0.746 0.872
H 2.455 0.325 -1.081
H -0.242 -0.756 -1.818
H -0.037 -2.735 -0.330
H -1.724 -2.404 -0.741
H -1.107 -1.956 0.853
H -1.378 1.145 -1.007
H -2.404 -0.102 -0.725
```

HOMO-LUMO gap (eV): 10.5644
E (eV): -10948.211
Relative energy (zero: lowest compared OMol25 entry of this formula, charge and spin) (eV): 1.056
LUMO energy (eV): 0.857
SMILES: CC(=O)[C@H](O)[C@@H](C)N
Net charge: 0

Results of the Mulliken charge analysis, in e, for atoms 1 through 2: C -1.265; C 0.739

=====

C8H21InO2PS | wB97M-V/def2-TZVPD

Geometry as XYZ:
```
34
C8H21InO2PS (wB97M-V/def2-TZVPD)
C 3.733 -0.959 1.522
C 3.368 -0.043 0.380
C 2.574 -0.751 -0.705
C 2.176 0.219 -1.806
C 1.092 1.248 -1.425
In -0.364 0.571 0.093
P -1.265 -1.769 -0.230
C -2.618 -1.705 -1.507
C -2.258 -2.117 1.316
S -2.368 2.160 -0.160
C -3.262 2.470 1.383
O -1.862 3.467 -0.600
O -3.325 1.573 -1.105
H 4.331 -1.780 1.140
H 4.349 -0.430 2.243
H 2.847 -1.337 2.012
H 2.771 0.793 0.736
H 4.263 0.381 -0.062
H 3.231 -1.502 -1.149
H 1.725 -1.291 -0.298
H 1.893 -0.295 -2.718
H 3.080 0.773 -2.061
H 0.543 1.524 -2.315
H 1.563 2.163 -1.081
H 0.271 0.662 1.765
H -2.283 -1.192 -2.396
H -2.967 -2.706 -1.727
H -3.460 -1.157 -1.101
H -2.055 -3.110 1.691
H -2.084 -1.376 2.084
H -3.320 -2.079 1.088
H -3.683 3.467 1.328
H -2.569 2.373 2.205
H -4.067 1.754 1.461
```

HOMO-LUMO gap (eV): 6.9409
E (eV): -38029.750
LUMO energy (eV): 3.025
Net charge: -1

Results of the Mulliken charge analysis, in e, for atoms 1 through 2: C -1.324; C -0.168

=====

C17H32AuNOSi | wB97M-V/def2-TZVPD

Geometry as XYZ:
```
53
C17H32AuNOSi (wB97M-V/def2-TZVPD)
Au 4.092 7.463 10.767
O 2.959 7.274 12.678
N 3.596 7.942 13.716
C 4.186 9.150 13.481
C 4.791 9.799 14.560
C 4.823 9.213 15.792
C 4.180 7.975 16.036
C 3.533 7.387 14.941
H 4.068 9.511 12.497
H 5.204 10.773 14.337
H 5.308 9.802 16.620
H 4.187 7.522 17.033
H 3.127 6.401 14.981
C 3.079 6.764 7.282
C 4.414 7.524 7.129
C 5.152 7.030 5.855
C 4.035 9.031 6.867
Si 5.312 7.300 8.710
C 6.495 8.814 8.951
C 7.448 8.520 10.119
C 5.723 10.088 9.255
C 7.335 9.075 7.675
C 6.185 5.565 8.741
C 6.516 5.243 10.239
C 7.433 5.432 7.820
C 5.201 4.463 8.240
H 2.524 6.888 6.366
H 2.533 7.161 8.138
H 3.206 5.712 7.377
H 4.574 7.364 4.964
H 5.344 5.931 5.878
H 6.148 7.488 5.816
H 3.194 9.101 6.174
H 4.889 9.600 6.473
H 3.767 9.567 7.744
H 6.848 8.223 10.999
H 7.989 9.435 10.322
H 8.248 7.769 9.889
H 5.057 9.815 10.063
H 5.232 10.451 8.363
H 6.382 10.898 9.587
H 8.156 8.339 7.630
H 7.743 10.085 7.696
H 6.754 9.005 6.768
H 6.846 6.094 10.816
H 7.255 4.414 10.411
H 5.570 5.046 10.746
H 8.039 6.303 7.736
H 7.095 5.208 6.807
H 8.136 4.660 8.213
H 4.152 4.585 8.629
H 5.521 3.433 8.521
H 5.177 4.415 7.149
```

HOMO-LUMO gap (spin up / spin down) (eV): 4.1622 / 7.4542
E (eV): -33254.260
Spin multiplicity: 2
LUMO energy (spin up / spin down) (eV): 2.928 / 2.925
<S²>: 0.764
Net charge: -1

Results of the Mulliken charge analysis, in e, for atoms 1 through 2: Au -0.417; O -0.873

=====

C10H21AgN2O3 | wB97M-V/def2-TZVPD

Geometry as XYZ:
```
37
C10H21AgN2O3 (wB97M-V/def2-TZVPD)
C 2.980 2.483 0.987
C 3.544 1.082 0.441
N 2.545 -0.007 0.320
C 1.568 0.169 -0.765
N 0.468 1.124 -0.489
C 0.850 -1.284 -0.962
C 0.310 -1.912 0.403
C -1.094 -1.291 0.911
C -2.277 -1.375 -0.163
C -2.993 0.020 -0.524
O -2.926 1.020 0.498
C -3.768 0.674 1.642
C 2.178 0.535 -2.208
O 1.505 1.249 -3.003
O 3.436 0.044 -2.650
H 3.479 2.700 2.005
H 3.363 3.303 0.288
H 1.862 2.515 1.177
H 4.311 0.722 1.227
H 4.158 1.300 -0.496
H 2.982 -0.939 0.313
H -0.315 0.825 -1.088
H 0.713 2.095 -0.717
H 0.042 -1.198 -1.760
H 1.660 -1.982 -1.399
H 0.132 -3.032 0.204
H 1.026 -1.845 1.283
H -1.411 -1.943 1.809
H -0.866 -0.250 1.304
H -1.890 -1.836 -1.171
H -3.058 -2.161 0.247
H -4.122 -0.218 -0.666
H -2.634 0.374 -1.551
H -4.505 1.543 1.800
H -4.294 -0.325 1.480
H -3.091 0.546 2.563
Ag -3.868 -2.727 -1.291
```

HOMO-LUMO gap (spin up / spin down) (eV): 5.7931 / 5.2048
E (eV): -23818.193
Spin multiplicity: 2
LUMO energy (spin up / spin down) (eV): -6.280 / -6.280
<S²>: 0.761
Net charge: +1

Results of the Mulliken charge analysis, in e, for atoms 1 through 2: C -0.978; C -0.377

=====

C6H16N2O | wB97M-V/def2-TZVPD

Geometry as XYZ:
```
25
C6H16N2O (wB97M-V/def2-TZVPD)
C -0.598 -1.904 1.235
C 0.379 -0.750 1.050
C -0.285 0.521 0.537
C -0.134 0.492 -1.212
C -1.443 1.054 -1.764
C 0.213 -0.806 -1.937
O 0.875 1.451 -1.357
N 0.826 -0.040 2.429
N 1.689 1.090 2.253
H -1.638 -1.585 1.391
H -0.639 -2.519 0.336
H -0.352 -2.516 2.111
H 1.280 -1.048 0.517
H 0.071 1.552 0.662
H -1.299 0.643 0.933
H -2.282 0.386 -1.545
H -1.391 1.177 -2.852
H -1.651 2.043 -1.343
H 0.384 -0.623 -3.005
H -0.561 -1.565 -1.809
H 1.170 -1.222 -1.608
H 1.579 1.234 -2.151
H 0.115 0.047 3.160
H 1.229 1.996 2.359
H 2.464 0.892 1.610
```

HOMO-LUMO gap (eV): 7.8842
E (eV): -11505.725
Relative energy (zero: lowest compared OMol25 entry of this formula, charge and spin) (eV): 4.330
LUMO energy (eV): 0.764
SMILES: C[C@@H](CC(C)(C)O)NN
Net charge: 0

Results of the Mulliken charge analysis, in e, for atoms 1 through 2: C -1.418; C 0.520

=====

C27H22Cl2GaN6O6 | wB97M-V/def2-TZVPD

Geometry as XYZ:
```
64
C27H22Cl2GaN6O6 (wB97M-V/def2-TZVPD)
Ga 0.008 0.352 0.008
Cl 0.482 -5.632 -3.966
C 0.243 -4.038 -3.295
C 0.544 -2.911 -4.074
C 0.346 -1.651 -3.577
C -0.134 -1.439 -2.258
O -0.348 -0.243 -1.836
C -0.421 -2.600 -1.485
C -0.984 -2.485 -0.177
N -0.997 -1.404 0.520
C -1.710 -1.312 1.736
C -2.200 -2.346 2.483
C -2.924 -2.088 3.664
C -3.147 -0.810 4.087
C -2.620 0.276 3.357
C -2.729 1.625 3.762
C -2.111 2.599 3.039
C -1.364 2.240 1.902
N -1.285 1.005 1.479
C -1.891 0.016 2.190
C -0.241 -3.887 -2.028
H 0.935 -3.048 -5.074
H 0.578 -0.774 -4.168
H -1.454 -3.381 0.225
H -2.022 -3.373 2.191
H -3.294 -2.923 4.246
H -3.691 -0.614 5.004
H -3.270 1.861 4.672
H -2.136 3.635 3.344
H -0.814 2.974 1.328
H -0.480 -4.758 -1.429
C -2.940 2.871 -3.438
N -1.716 2.991 -2.668
C -0.770 3.913 -3.017
C 0.363 4.060 -2.327
C 0.648 3.163 -1.209
N -0.338 2.247 -0.879
C -1.537 2.199 -1.522
O -2.467 1.490 -1.140
N 1.745 3.186 -0.527
H -3.543 3.780 -3.371
H -3.508 2.043 -3.028
H -2.710 2.673 -4.486
H -1.006 4.517 -3.885
H 1.101 4.795 -2.618
H 2.392 3.866 -0.914
H 2.201 1.461 0.033
O 2.235 0.223 4.751
Cl 1.036 0.558 4.035
O -0.095 0.565 4.945
O 0.791 -0.429 3.001
O 1.158 1.860 3.424
N 1.846 0.492 0.141
C 2.831 -0.447 0.048
C 4.156 -0.085 -0.271
C 5.142 -1.045 -0.427
C 4.865 -2.400 -0.261
C 3.570 -2.767 0.094
C 2.577 -1.816 0.261
H 4.390 0.966 -0.406
H 6.148 -0.730 -0.682
H 5.639 -3.146 -0.389
H 3.334 -3.813 0.262
H 1.592 -2.111 0.602
```

HOMO-LUMO gap (eV): 5.8247
E (eV): -127001.385
Relative energy (zero: lowest compared OMol25 entry of this formula, charge and spin) (eV): 0.000
LUMO energy (eV): 1.602
Net charge: -1

Results of the Mulliken charge analysis, in e, for atoms 1 through 2: Ga -1.580; Cl -0.265